No. 1
C3H6F2N2O | the ωB97M-V functional and the def2-TZVPD basis

Values from the calculation:
2S+1   1
HOMO   -9.945 eV
SMILES string   CN(N)C(=O)C(F)F
Energy relative to the best compared isomer or geometry (same formula, charge and spin)   0.0 kJ/mol

```
14
Properties=species:S:1:pos:R:3:forces:R:3:nbo_charge:R:1
C 0.33522 1.49342 -0.01784 0.01 -0.35 0.87 -0.4032
N 0.65850 0.07456 -0.02348 -0.96 -0.16 -0.12 -0.2632
N 2.01741 -0.21754 -0.00852 0.57 -0.42 0.33 -0.6365
C -0.21647 -0.97010 -0.00239 0.56 0.21 -0.07 0.5698
O 0.14727 -2.13466 0.00780 -0.13 0.20 0.02 -0.6035
C -1.71659 -0.67157 0.00631 -0.19 -0.41 0.03 0.4939
F -2.07905 0.02638 -1.10753 -0.06 -0.09 0.08 -0.3365
F -2.05299 0.07661 1.09115 -0.07 0.09 0.06 -0.3369
H -0.72701 1.63461 -0.07994 -0.36 0.05 -0.06 0.2207
H 0.80335 1.98208 -0.84795 0.35 0.23 -0.45 0.2068
H 0.68168 1.93841 0.92398 0.02 -0.03 -0.26 0.2016
H 2.22394 -0.80936 -0.81163 0.00 0.04 0.10 0.3623
H 2.19887 -0.80015 0.81782 0.02 0.22 -0.38 0.3613
H -2.27411 -1.62270 0.05221 0.25 0.42 -0.14 0.1633
```
Positions in Å, forces in eV/Å.

---

No. 2
C3H6F3OPr | the ωB97M-V functional and the def2-TZVPD basis

Values from the calculation:
2S+1   4
HOMO (spin up / spin down)   -11.187 / -11.188 eV
Net charge   +1
Energy relative to the best compared isomer or geometry (same formula, charge and spin)   0.0 kJ/mol

```
14
Properties=species:S:1:pos:R:3:forces:R:3:nbo_charge:R:1
H 0.95442 1.62535 0.90494 -2.21 -1.46 -1.46 0.1801
C 1.54549 0.86632 0.37066 2.26 0.73 2.40 0.5860
F -0.80423 0.44551 1.16837 -2.56 -1.10 2.91 -0.8845
F 2.32292 1.80313 -0.26792 1.55 -0.26 0.89 -0.3566
F 1.52839 -0.08513 -0.60769 -2.02 0.32 1.45 -0.3206
Pr -2.30583 -0.19399 3.13819 2.11 0.87 -2.75 1.8924
C 3.65722 1.41858 3.00025 -0.48 -0.35 0.59 -0.2423
O 3.49385 0.42495 2.01533 0.40 -0.71 -0.92 -0.5411
C 2.17327 -0.03680 1.85730 1.16 0.17 -2.16 -0.1887
H 4.67428 1.81735 2.90650 -0.43 -0.05 0.02 0.2155
H 2.89079 2.20983 2.96234 0.33 0.04 -0.43 0.1585
H 3.51309 0.95737 3.99266 0.33 0.10 0.00 0.1520
H 2.00704 -1.05588 1.48166 1.41 -0.01 -0.85 0.1860
H 1.93601 -0.35642 2.89124 -1.84 1.73 0.30 0.1631
```
Positions in Å, forces in eV/Å.

---

No. 3
C3H6F8Li2N4O19S8 | the ωB97M-V functional and the def2-TZVPD basis

Values from the calculation:
2S+1   1
HOMO   -4.739 eV
Net charge   -2
Energy relative to the best compared isomer or geometry (same formula, charge and spin)   193.5 kJ/mol

```
50
Properties=species:S:1:pos:R:3:forces:R:3:nbo_charge:R:1
Li -0.75294 -0.31447 1.52739 1.44 0.41 -2.39 0.8854
Li -2.21038 -0.00578 3.47607 -0.38 0.34 0.59 0.9422
N -0.43112 -0.73751 3.27067 -3.09 -7.62 -1.47 -1.2604
S -0.12656 -2.47415 3.48053 -1.69 -7.41 -1.92 2.2719
O -0.32467 -3.07784 4.78643 -0.40 1.84 -1.35 -0.8426
O 0.90846 -3.12186 2.69485 -0.96 2.53 0.93 -0.7936
F -1.44573 -2.97588 2.67946 0.11 1.14 0.31 -0.5051
S 0.76291 -0.50013 4.12316 6.75 8.28 6.66 2.3829
O 2.02156 -0.33240 3.45012 -1.05 -1.77 0.90 -0.8058
O 0.66921 -0.80607 5.57230 0.48 -0.32 -3.33 -0.8570
F 0.26938 0.99259 4.15238 0.04 2.71 0.81 -0.5269
N 0.92624 4.15595 -0.76247 0.92 -5.59 0.82 -0.9982
S 1.28760 2.57078 -0.28830 -1.32 -4.31 -1.97 2.3383
O 0.29112 1.86298 0.55606 1.44 1.54 -1.70 -0.9625
O 2.65684 2.23996 -0.02995 -0.25 0.95 0.83 -0.8843
F 1.16564 1.90234 -1.71534 -1.02 0.19 -0.23 -0.4940
S 1.45569 4.65673 0.61097 -2.02 7.03 2.64 2.3698
O 2.85512 4.94063 0.71716 -0.26 -0.70 0.50 -0.8980
O 0.59183 4.47138 1.77659 2.05 -1.30 -0.75 -0.9044
F 0.83716 6.07828 0.21215 0.37 2.06 0.06 -0.5509
N -2.39757 0.71899 1.66863 -2.78 -0.81 -1.15 -1.3332
S -3.88668 0.14436 1.15348 -1.36 -3.42 1.07 2.4103
O -4.24563 0.42676 -0.20752 0.12 0.24 1.80 -0.8363
O -4.82713 0.07990 2.27758 1.41 0.48 -2.03 -0.8972
F -3.38720 -1.37621 1.11125 0.14 0.24 -0.13 -0.5007
S -2.69823 2.25030 1.37228 1.78 6.55 0.87 2.4382
O -3.89573 2.76363 2.05676 1.63 -1.50 -1.50 -0.8992
O -2.39746 2.70476 0.03428 -0.76 -0.99 2.03 -0.8438
F -1.52829 2.79010 2.33890 -0.99 -0.53 -0.88 -0.4705
N 2.84663 -2.91424 0.23270 -1.21 4.57 -2.63 -1.0042
S 2.37899 -1.25750 -0.13950 -0.55 -1.57 8.03 2.4277
O 1.01095 -1.01204 0.26562 -0.01 -0.27 -0.48 -0.9942
O 2.94196 -0.58386 -1.19058 1.22 1.30 -4.00 -0.8793
F 3.20475 -0.63339 1.10020 -0.52 -0.51 -0.58 -0.5031
S 2.83320 -3.34225 -1.30103 0.41 -4.06 -1.52 2.3665
O 4.12286 -3.37601 -1.99390 -1.85 0.68 0.63 -0.9291
O 1.60463 -3.11279 -2.09077 2.19 0.15 1.27 -0.9239
F 2.69776 -4.88769 -0.84537 -0.12 -0.44 -0.70 -0.5327
C 0.92356 -1.62803 -5.47612 -1.09 -2.17 -1.34 -0.2621
O 0.29316 -0.53931 -4.86504 0.97 1.40 -0.12 -0.4787
C -0.73487 -0.79588 -4.09820 -2.01 -2.75 4.02 0.9932
O -1.27995 -1.89433 -3.84734 1.47 2.57 -1.60 -0.6565
O -1.03609 0.30796 -3.39318 1.03 1.19 -2.46 -0.5076
C -1.65212 0.37649 -2.16680 -0.81 -1.13 2.65 -0.2656
H 1.04562 -2.47866 -4.80558 -0.06 0.22 0.22 0.2267
H 1.85076 -1.50962 -6.03682 0.17 1.35 0.77 0.1958
H 0.22871 -1.90931 -6.26742 -0.08 -0.67 -0.12 0.1627
H -1.78949 1.37510 -1.75207 0.12 0.35 -1.14 0.2268
H -1.03609 -0.06259 -1.38206 0.56 -0.39 -0.15 0.1839
H -2.59836 -0.15016 -2.04285 -0.18 -0.05 -0.78 0.1792
```
Positions in Å, forces in eV/Å.

---

No. 4
C3H6FIN3 | the ωB97M-V functional and the def2-TZVPD basis

Values from the calculation:
2S+1   1
HOMO   -12.796 eV
SMILES string   C/[N+](=C\F)N/C=N/I
Net charge   +1
Energy relative to the best compared isomer or geometry (same formula, charge and spin)   165.9 kJ/mol

```
14
Properties=species:S:1:pos:R:3:forces:R:3:nbo_charge:R:1
C 1.87032 0.40508 -0.60152 -1.06 -4.79 -0.96 -0.4074
N 0.58265 0.30626 0.12018 -1.44 0.20 0.79 -0.1445
C -0.13866 1.29659 0.59917 -0.48 2.21 -0.74 0.5760
F 0.39250 2.50095 0.37202 0.05 -1.18 0.14 -0.2720
N 0.11290 -0.98090 0.08704 -0.55 -1.08 0.35 -0.4113
C -1.21964 -1.30454 0.19475 -3.39 1.11 -0.91 0.2483
N -2.05463 -0.33086 0.41857 2.99 -1.72 -0.09 -0.7637
I -3.97715 -0.28068 0.13802 -1.48 -0.47 -0.18 0.4482
H 2.61045 -0.11359 0.02292 -0.08 0.23 -0.38 0.2429
H 1.70103 -0.16029 -1.61787 0.38 0.95 2.10 0.2565
H 2.14238 1.33355 -0.83585 0.90 3.88 -0.44 0.2464
H -1.23290 1.45416 0.98617 2.61 -1.43 -0.44 0.3243
H 0.73179 -1.76019 0.26401 0.73 0.57 -0.05 0.4319
H -1.52105 -2.36555 -0.14761 0.82 1.51 0.79 0.2243
```
Positions in Å, forces in eV/Å.

---

Question: What is the 2S+1 in the second record?
Answer: 4